Here is a molecular structure, C46H37FeN2O6P2S in a non-equilibrium geometry from the OMol25 dataset. Energies are from ωB97M-V/def2-TZVPD.

The geometry in XYZ format:
```
95
Properties=species:S:1:pos:R:3:mulliken_charge:R:1
Fe -0.00819 -0.02902 -0.05356 1.451
C -1.00787 0.44532 3.28289 -1.786
N -0.12561 -0.48081 3.93354 0.968
C 0.80543 -1.23718 3.14390 -2.008
P 0.29701 -1.75541 1.40729 2.231
C 1.76121 -2.82610 1.17884 1.086
C 2.96861 -2.19173 0.88799 -0.498
C 4.12609 -2.92770 0.72392 -0.793
C 4.09959 -4.30534 0.86696 -0.584
C 2.90582 -4.94123 1.17000 -0.679
C 1.74077 -4.21215 1.32319 -0.799
C -1.01053 -2.98730 1.59044 0.489
C -1.21387 -3.79812 0.46508 -0.781
C -2.21178 -4.74470 0.45622 -0.944
C -3.05516 -4.87236 1.55327 -0.741
C -2.89011 -4.03957 2.64973 -0.594
C -1.87660 -3.10009 2.67675 -0.810
C -0.35757 -0.82006 5.25412 0.737
C 0.68986 -1.26198 6.07224 -0.720
C 0.47086 -1.56665 7.40056 -0.846
C -0.79613 -1.46131 7.95149 -0.493
C -1.83894 -1.01814 7.15640 -0.826
C -1.62746 -0.69584 5.83041 -0.288
P -0.36407 1.31130 1.75025 2.313
C -1.77643 2.46248 1.68116 1.381
C -2.89051 2.06442 0.94921 -0.744
C -4.00437 2.88114 0.87532 -0.561
C -4.02020 4.09582 1.54460 -0.589
C -2.91748 4.48992 2.28541 -0.810
C -1.79818 3.67843 2.35597 -0.927
C 0.98873 2.38876 2.28681 0.133
C 1.36833 3.34998 1.34233 -0.519
C 2.47384 4.14370 1.55381 -0.783
C 3.23368 3.98051 2.70540 -0.599
C 2.88067 3.01271 3.63324 -0.761
C 1.76910 2.21267 3.43034 -0.490
H -1.31220 1.21043 4.00822 1.140
H -1.92316 -0.05453 2.90242 0.398
H 1.07766 -2.15500 3.67974 0.929
H 1.72400 -0.65178 2.95179 0.251
H 2.98741 -1.11928 0.75446 0.385
H 5.04210 -2.42629 0.45078 0.427
H 5.00348 -4.88433 0.74691 0.379
H 2.87702 -6.01625 1.27958 0.416
H 0.81712 -4.72601 1.55276 0.408
H -0.55968 -3.68282 -0.38903 0.760
H -2.33922 -5.37600 -0.40959 0.445
H -3.83465 -5.61895 1.55137 0.363
H -3.55281 -4.13225 3.49867 0.445
H -1.75192 -2.47232 3.54745 0.221
H 1.68811 -1.33756 5.66816 0.418
H 1.30122 -1.88384 8.01642 0.383
H -0.96406 -1.70614 8.98977 0.382
H -2.83601 -0.93723 7.56760 0.370
H -2.46316 -0.36642 5.23344 0.422
H -2.84421 1.13159 0.39810 0.119
H -4.85006 2.58721 0.26992 0.438
H -4.88735 4.73849 1.48084 0.409
H -2.92863 5.43920 2.80408 0.419
H -0.93610 3.99832 2.92503 0.480
H 0.78660 3.43393 0.43553 0.209
H 2.75621 4.87694 0.81155 0.454
H 4.11345 4.58784 2.86312 0.371
H 3.48392 2.87602 4.52132 0.440
H 1.51128 1.46031 4.16264 0.371
O 3.23201 -0.91587 -2.46012 -0.850
C 2.07348 -0.98706 -2.07614 -0.120
O 1.63110 -0.42056 -1.02791 -0.469
C 1.11070 -1.86969 -2.86097 0.561
C 1.70836 -2.60286 -3.88188 -0.820
C 0.99329 -3.44153 -4.70947 -0.538
C -0.37857 -3.55543 -4.53602 -0.559
C -0.99293 -2.83845 -3.53502 -0.963
C -0.27415 -1.98938 -2.68281 0.773
S -1.26203 -1.16963 -1.50261 -0.726
H 2.77100 -2.46740 -4.01401 0.464
H 1.49979 -3.98726 -5.49134 0.379
H -0.96251 -4.18632 -5.19354 0.384
H -2.06170 -2.89407 -3.39264 0.468
O -0.25593 1.19324 -2.82479 -0.557
C -0.48038 2.10089 -2.04003 -0.307
O -0.39894 1.99172 -0.76828 -0.650
C -0.94553 3.44839 -2.55386 -0.263
C -1.84678 4.21247 -1.81222 0.320
C -2.33499 5.40698 -2.32405 -0.805
C -1.89275 5.86840 -3.54403 -0.405
C -0.96735 5.12068 -4.28045 -0.310
C -0.51061 3.89426 -3.79156 -0.137
N -0.51416 5.62758 -5.51941 0.969
O 0.39833 5.04130 -6.11155 -0.593
O -1.05298 6.65825 -5.95373 -0.625
H -2.17602 3.85986 -0.84686 0.359
H -3.06447 5.97712 -1.76183 0.440
H -2.23509 6.80610 -3.95258 0.474
H 0.16344 3.29073 -4.37898 0.638
```

Gap between HOMO and LUMO (alpha / beta) (eV): 5.73 / 5.72
Total charge: -1
LUMO (alpha / beta) (eV): 1.6 / 1.6
Expectation value of S²: 6.04
HOMO energy (alpha / beta) (eV): -4.2 / -4.2
Multiplicity: 5